# C36H73F3N4O14

A cluster of 9 separate species, C36H73F3N4O14 in total at a distorted geometry (the ωB97M-V functional and the def2-TZVPD basis, OMol25).

Each line ends with the Mulliken charge.
Positions of all 130 atoms, in Å:
C1 5.68915 37.39296 -3.32677  -0.702
C2 4.56577 37.35895 -2.34415  0.244
N1 3.78671 37.40723 -1.54430  -0.302
H1 6.20456 36.46088 -3.09505  0.234
H2 6.38874 38.21665 -3.18463  0.260
H3 5.40049 37.29426 -4.37322  0.267
C3 9.94629 33.62665 2.37203  -0.793
C4 10.24540 34.83063 1.74401  0.333
N2 10.39755 35.80914 1.22928  -0.327
H4 10.64037 32.81745 2.14504  0.281
H5 8.93211 33.35874 2.07580  0.245
H6 10.13051 33.70142 3.44374  0.262
C5 0.89732 27.30400 1.41850  -0.616
C6 1.00191 28.44572 2.34673  0.264
N3 1.01980 29.31991 3.16064  -0.379
H7 0.08114 26.70484 1.82223  0.244
H8 1.81762 26.72253 1.47363  0.243
H9 0.78473 27.79799 0.45341  0.245
C7 16.08514 34.27227 -1.29500  -0.737
C8 15.81691 33.85277 0.02994  0.317
N4 15.50990 33.47774 1.06142  -0.347
H10 17.11374 34.05609 -1.58370  0.264
H11 15.99006 35.35510 -1.37592  0.258
H12 15.41917 33.73486 -1.97009  0.246
C9 -0.89276 19.85635 -11.57758  -0.718
O1 -1.42893 20.42287 -10.39503  -0.332
C10 -0.35853 20.63949 -9.48227  -0.608
C11 -0.77584 20.72555 -7.95549  -0.258
O2 0.24781 21.34936 -7.25092  -0.367
C12 -0.03896 21.89873 -5.93581  -0.606
C13 -0.20029 20.95651 -4.74078  -0.359
O3 1.06543 20.47294 -4.34959  -0.419
C14 1.46960 19.28908 -5.09395  -0.616
H13 -0.20363 19.01385 -11.51944  0.305
H14 -0.26298 20.66879 -11.94011  0.323
H15 -1.78097 19.64954 -12.17459  0.244
H16 0.19841 21.51915 -9.80495  0.365
H17 0.45899 19.91867 -9.46951  0.305
H18 -0.81512 19.77449 -7.42441  0.222
H19 -1.74032 21.22967 -7.89414  0.337
H20 -0.90994 22.55379 -5.95506  0.382
H21 0.89084 22.45947 -5.84020  0.328
H22 -0.79166 20.08686 -5.02730  0.320
H23 -0.65356 21.38870 -3.84869  0.339
H24 2.42697 18.94988 -4.69836  0.270
H25 1.73659 19.68325 -6.07447  0.266
H26 0.77733 18.44799 -5.13201  0.277
C15 -1.01582 19.89256 6.35937  -0.741
O4 -0.07343 19.36004 5.37217  -0.373
C16 0.63098 20.41700 4.66007  -0.704
C17 1.70040 21.14928 5.51989  -0.308
O5 2.72351 20.33572 5.90251  -0.360
C18 3.79749 20.87597 6.67973  -0.526
C19 4.65918 21.92836 5.98916  -0.359
O6 5.63941 21.31013 5.15909  -0.405
C20 5.04538 20.71426 3.99793  -0.641
H27 -0.45154 20.18339 7.24543  0.268
H28 -1.66266 19.11737 6.77021  0.282
H29 -1.54072 20.80067 6.06292  0.327
H30 -0.14799 21.09462 4.31061  0.407
H31 1.08135 19.97896 3.76934  0.290
H32 1.22855 21.53940 6.42170  0.439
H33 1.99487 22.07993 5.03484  0.285
H34 4.37350 20.02493 7.04309  0.335
H35 3.31216 21.33157 7.54287  0.353
H36 5.30073 22.51682 6.64507  0.338
H37 4.19808 22.70115 5.37411  0.289
H38 3.98954 20.87313 3.77871  0.157
H39 5.10838 19.62883 4.07540  0.299
H40 5.42491 21.23934 3.12138  0.348
C21 6.32753 17.90247 -9.30044  -0.613
O7 7.54217 18.35634 -9.88193  -0.387
C22 8.32425 19.10013 -8.96799  -0.704
C23 9.04501 18.24579 -7.94765  -0.437
O8 8.25008 18.26835 -6.83623  -0.310
C24 8.72981 17.73729 -5.60113  -0.648
C25 9.06781 16.19080 -5.57652  -0.282
O9 9.37298 15.76575 -4.27208  -0.331
C26 9.96171 14.55991 -4.24854  -0.766
H41 5.64996 17.68062 -10.12493  0.278
H42 5.91686 18.77266 -8.78836  0.309
H43 6.36886 17.02110 -8.66045  0.185
H44 7.95546 20.09303 -8.71062  0.390
H45 9.14402 19.36159 -9.63711  0.342
H46 10.05898 18.58986 -7.74376  0.501
H47 9.19001 17.27409 -8.41972  0.304
H48 7.93791 17.94682 -4.88205  0.277
H49 9.46481 18.46622 -5.25974  0.400
H50 9.92121 15.94710 -6.20930  0.332
H51 8.17225 15.76936 -6.03310  0.251
H52 10.09399 14.32512 -3.19239  0.276
H53 10.96471 14.63160 -4.66920  0.339
H54 9.41513 13.69843 -4.63224  0.294
C27 14.98301 22.68338 -8.01465  -0.695
O10 16.21148 23.43108 -8.06851  -0.365
C28 16.88758 23.48740 -6.77061  -0.677
C29 15.97906 24.06105 -5.65431  -0.273
O11 15.57434 25.43266 -5.98561  -0.360
C30 14.78002 26.21990 -5.16713  -0.539
C31 15.18813 26.34626 -3.73805  -0.493
O12 16.26795 27.21421 -3.39202  -0.388
C32 17.52142 26.86428 -3.87112  -0.586
H55 14.77041 22.31580 -9.01854  0.273
H56 14.21300 23.39738 -7.72245  0.238
H57 14.90095 21.79475 -7.38880  0.311
H58 17.80145 24.05350 -6.95079  0.348
H59 17.21644 22.49662 -6.45708  0.366
H60 16.56104 24.12595 -4.73497  0.361
H61 15.16562 23.35884 -5.47180  0.321
H62 13.76337 25.84024 -5.26909  0.369
H63 14.80743 27.20401 -5.63497  0.303
H64 15.17107 25.45480 -3.11107  0.334
H65 14.37451 26.88414 -3.25142  0.372
H66 18.34436 27.40146 -3.39963  0.311
H67 17.58569 27.22912 -4.89624  0.257
H68 17.85164 25.82813 -3.79735  0.211
C33 6.65097 25.04512 -2.46676  -1.068
C34 7.22853 26.12318 -1.57046  -0.241
O13 7.75565 27.11680 -2.52733  -0.189
C35 8.12895 28.33998 -2.00960  0.336
O14 8.09330 28.69496 -0.81134  -0.528
C36 8.50713 29.39705 -3.04740  0.844
F1 7.63842 30.44366 -3.02742  -0.244
F2 9.71634 29.88672 -2.72474  -0.237
F3 8.59323 29.00249 -4.34141  -0.235
H69 6.05961 25.43090 -3.29716  0.313
H70 5.93904 24.58034 -1.78467  0.352
H71 7.41969 24.31362 -2.71595  0.292
H72 8.01273 25.75035 -0.91159  0.305
H73 6.42176 26.58083 -0.99793  0.302

Properties
**Relative energy (zero: lowest compared OMol25 entry of this formula, charge and spin)**: 78.79 kcal per mole
**HOMO**: -0.349 Eh
**Multiplicity**: 1
**SMILES string**: CCOC(=O)C(F)(F)F.COCCOCCOC.COCCOCCOC.COCCOCCOC.COCCOCCOC.CC#N.CC#N.CC#N.CC#N
**LUMO**: -0.01 eV



# C36H74ClIN9O14P2S2

A cluster of 9 separate species, C36H74ClIN9O14P2S2 in total at a distorted geometry (the ωB97M-V functional and the def2-TZVPD basis, OMol25).

Each line ends with the Mulliken charge.
Positions of all 139 atoms, in Å:
C1 -2.87744 -0.45718 2.77864  -1.496
C2 -2.03105 0.56279 2.02418  0.476
C3 -2.03706 0.17290 0.51308  -1.905
I1 -3.64202 1.00198 -0.65212  0.243
C4 -0.68401 0.31669 -0.11311  0.247
N1 -0.00865 -0.84959 -0.21628  0.349
C5 1.21029 -0.99818 -0.74885  -0.350
C6 1.78626 -2.37971 -0.72785  -1.590
C7 1.13948 -3.32630 -1.79055  -0.451
C8 0.04403 -4.17917 -1.15766  -1.133
S1 -0.59938 -5.31305 -2.39950  1.431
O1 -1.36345 -6.35765 -1.79436  -0.596
O2 0.47023 -5.74943 -3.23326  -0.661
O3 -1.60475 -4.43978 -3.32096  -0.431
C9 1.85675 0.10826 -1.27838  0.200
P1 3.52569 -0.28414 -2.03570  0.218
O4 4.16977 1.12402 -2.50801  -0.383
Cl1 2.94200 -1.17274 -3.83080  -0.260
C10 1.21737 1.35132 -1.18056  0.880
C11 1.95460 2.56936 -1.73164  -0.467
O5 2.93354 2.99384 -1.16954  -0.453
O6 1.49620 3.05342 -2.90843  -0.394
C12 -0.04894 1.45714 -0.57484  0.680
P2 -0.79154 3.14016 -0.39805  0.554
S2 0.44165 4.46776 0.28066  -0.355
H1 -3.92972 -0.30097 2.56257  0.320
H2 -2.67320 -0.42986 3.84128  0.356
H3 -2.62468 -1.47167 2.46242  0.519
H4 -2.35813 1.58650 2.20487  0.066
H5 -1.00243 0.38888 2.34866  0.281
H6 -2.26041 -0.88962 0.50585  0.561
H7 -0.45825 -1.67804 0.15386  0.268
H8 1.52071 -2.76827 0.25833  0.392
H9 2.86717 -2.36524 -0.76472  0.908
H10 0.73800 -2.69678 -2.58136  0.543
H11 1.93213 -3.95947 -2.16335  0.489
H12 -0.80821 -3.60132 -0.79537  0.228
H13 0.41751 -4.80582 -0.35127  0.467
H14 -1.50889 -3.50852 -3.08374  0.300
H15 4.42125 1.06205 -3.44621  0.254
H16 0.53164 3.07864 -2.92789  0.407
H17 -1.87138 3.06472 0.48911  0.072
H18 -1.26834 3.48048 -1.68265  0.135
C13 3.35739 0.74242 -7.26367  -1.219
C14 4.70480 1.27829 -6.84424  0.814
O7 4.81429 2.14236 -5.98385  -0.682
N2 5.80285 0.76284 -7.44834  -0.165
C15 5.86966 -0.26052 -8.47755  -0.824
H19 2.58935 1.25139 -6.68921  0.205
H20 3.17275 0.91884 -8.32342  0.424
H21 3.30189 -0.32658 -7.05286  0.342
H22 6.66682 1.16396 -7.11868  0.239
H23 6.45905 -1.10367 -8.11500  0.282
H24 6.35671 0.14653 -9.36440  0.288
H25 4.88018 -0.61143 -8.74793  0.322
C16 3.66964 -6.53769 1.26598  -1.235
C17 3.74527 -5.03945 1.23662  0.915
O8 4.06863 -4.41303 0.23023  -0.699
N3 3.41986 -4.37116 2.37605  0.153
C18 3.02010 -4.93116 3.65108  -1.026
H26 3.94664 -6.92867 0.29191  0.324
H27 4.35312 -6.94523 2.01388  0.382
H28 2.63441 -6.83665 1.48216  0.321
H29 3.46943 -3.36311 2.29111  0.183
H30 2.02397 -4.56809 3.91590  0.293
H31 3.71992 -4.61088 4.42543  0.302
H32 3.00287 -6.01513 3.61536  0.385
C19 -1.05804 -8.46965 0.14167  -1.267
C20 -0.01380 -8.35564 1.22113  0.797
O9 1.07226 -7.81890 1.01486  -0.674
N4 -0.30453 -8.85511 2.44483  -0.155
C21 -1.52354 -9.51568 2.87856  -0.887
H33 -0.67595 -8.04038 -0.76497  0.188
H34 -1.30442 -9.51592 -0.04757  0.432
H35 -1.95757 -7.92808 0.43502  0.354
H36 0.43913 -8.74087 3.11542  0.223
H37 -1.96490 -8.95846 3.70617  0.282
H38 -1.28793 -10.52234 3.22536  0.300
H39 -2.24305 -9.57946 2.07068  0.341
C22 -0.95497 6.80325 3.25140  -1.378
C23 -2.27743 6.67640 2.53342  0.791
O10 -2.58924 5.65147 1.93612  -0.619
N5 -3.11309 7.73712 2.57087  -0.103
C24 -2.91531 9.02787 3.22400  -0.808
H40 -0.40221 5.87624 3.12735  0.241
H41 -0.36659 7.61858 2.83032  0.423
H42 -1.11213 6.97962 4.31649  0.423
H43 -3.97552 7.58504 2.07197  0.235
H44 -3.71019 9.17877 3.95693  0.299
H45 -2.96653 9.82539 2.48097  0.298
H46 -1.95471 9.07214 3.72502  0.296
C25 -3.33588 4.14437 4.68026  -1.227
C26 -4.26462 3.02264 4.29364  0.640
O11 -3.96744 2.19533 3.43537  -0.477
N6 -5.45602 2.94724 4.92678  -0.213
C27 -5.98380 3.82292 5.95925  -0.915
H47 -2.43151 4.07110 4.08527  0.128
H48 -3.80186 5.10915 4.48128  0.379
H49 -3.07138 4.07267 5.73676  0.471
H50 -6.02703 2.17538 4.62010  0.250
H51 -6.19088 3.24129 6.85820  0.294
H52 -6.91596 4.27089 5.61360  0.295
H53 -5.28112 4.61163 6.20208  0.365
C28 -4.25120 -7.93210 -7.11794  -1.151
C29 -4.48018 -8.62038 -5.79284  0.726
O12 -4.94187 -9.74545 -5.71879  -0.644
N7 -4.14940 -7.93426 -4.66448  -0.102
C30 -3.59294 -6.59865 -4.54893  -0.874
H54 -4.56112 -8.60152 -7.91387  0.298
H55 -4.84077 -7.01662 -7.18176  0.318
H56 -3.19439 -7.69700 -7.25033  0.325
H57 -4.32637 -8.45038 -3.81779  0.201
H58 -2.64013 -6.65625 -4.02904  0.254
H59 -4.27759 -5.98608 -3.95793  0.252
H60 -3.44498 -6.13932 -5.52021  0.325
C31 -1.85665 13.58477 0.32952  -1.364
C32 -1.79434 12.11169 0.64794  0.822
O13 -2.38906 11.63052 1.60357  -0.648
N8 -1.04913 11.32383 -0.16717  -0.123
C33 -0.28033 11.71100 -1.33721  -0.859
H61 -2.48586 14.07332 1.06646  0.309
H62 -0.86139 14.02814 0.37105  0.371
H63 -2.28767 13.74490 -0.65913  0.354
H64 -1.05054 10.35251 0.10075  0.169
H65 -0.64881 11.17075 -2.21034  0.283
H66 0.76837 11.45145 -1.18632  0.289
H67 -0.35726 12.77616 -1.52261  0.337
C34 5.87614 -0.74578 3.64379  -1.430
C35 4.39068 -0.62376 3.42656  0.797
O14 3.79242 -1.35679 2.64253  -0.663
N9 3.72648 0.32532 4.12110  -0.119
C36 4.25980 1.27866 5.08076  -0.909
H68 6.25578 -1.54604 3.01598  0.264
H69 6.37946 0.18157 3.36960  0.406
H70 6.09193 -0.98579 4.68527  0.410
H71 2.73846 0.35094 3.92602  0.158
H72 3.77008 1.13539 6.04445  0.308
H73 4.05715 2.29258 4.73467  0.293
H74 5.32908 1.15411 5.20498  0.347

Properties
**HOMO**: -0.384 Eh
**Total charge**: +1
**Multiplicity**: 1
**LUMO**: -3.95 eV



Number 1: Kohn-Sham gap 9.49 eV. Number 2: Kohn-Sham gap 6.50 eV.